1.
{
  "formula": "C17H26BN4O2",
  "method": "ωB97M-V/def2-TZVPD",
  "total_charge": 1,
  "gap_ev": 2.32,
  "e_tot_ev": -28768.9173,
  "species": ["N", "B", "O", "C", "C", "N", "C", "C", "C", "C", "C", "C", "N", "H", "H", "H", "H", "H", "H", "H", "H", "C", "C", "C", "C", "C", "C", "N", "O", "C", "C", "C", "H", "H", "H", "H", "H", "H", "H", "H", "H", "H", "H", "H", "H", "H", "H", "H", "H", "H"],
  "coordinates": [[-1.6842, -0.7663, 0.0813], [-1.9899, 0.4646, -0.7680], [-0.9444, 1.4382, -1.0539], [-3.5330, 0.5761, -1.3121], [-3.8518, 1.3473, -2.6277], [-5.1351, 1.5063, -3.2346], [-6.1132, 0.8253, -2.4277], [-7.6172, 0.8783, -2.9350], [-8.7828, 0.1855, -2.1728], [-8.5151, -0.6088, -0.8152], [-7.0470, -0.6192, -0.3212], [-5.8521, 0.0804, -1.0935], [-4.5438, -0.0514, -0.5135], [-0.6626, -0.9718, -0.0278], [-2.1589, -1.5348, -0.4369], [-0.4677, 1.0732, -1.8454], [-2.9560, 1.8147, -3.1884], [-7.8916, 1.4192, -3.9178], [-9.8402, 0.2391, -2.5911], [-9.3740, -1.1392, -0.2709], [-6.8176, -1.1709, 0.6654], [4.0387, 1.4253, 2.4497], [2.9446, 0.4230, 2.0076], [3.2446, -0.9545, 2.6454], [4.4369, -1.6528, 1.9998], [4.2434, -1.7730, 0.4932], [3.9021, -0.4329, -0.2063], [2.8462, 0.3478, 0.5140], [1.6816, -0.2013, 0.2240], [5.1752, 0.4366, -0.3554], [3.5192, -0.7528, -1.6805], [1.6558, 1.0142, 2.6454], [3.9588, 1.6473, 3.5153], [5.0562, 1.0602, 2.3161], [3.9471, 2.3757, 1.9142], [2.3674, -1.6072, 2.5620], [3.4348, -0.8387, 3.7173], [5.3659, -1.1199, 2.2223], [4.5506, -2.6521, 2.4331], [5.1478, -2.2042, 0.0514], [3.4414, -2.4990, 0.3126], [4.9246, 1.4312, -0.7373], [5.8709, -0.0123, -1.0695], [5.7395, 0.5543, 0.5655], [2.6927, -1.4644, -1.7574], [4.3616, -1.2073, -2.2089], [3.2426, 0.1566, -2.2230], [1.4166, 1.9875, 2.2054], [1.7856, 1.1639, 3.7206], [0.7857, 0.3628, 2.5300]]
}



2.
{
  "formula": "C17H26F5N4O10P2STa",
  "method": "ωB97M-V/def2-TZVPD",
  "total_charge": 2,
  "gap_ev": 6.39,
  "e_tot_ev": -89030.2726,
  "relative_energy_kj_mol": 141.4,
  "species": ["Ta", "C", "O", "C", "C", "O", "C", "C", "O", "C", "H", "H", "H", "H", "H", "H", "H", "H", "H", "H", "H", "H", "H", "H", "O", "P", "O", "O", "O", "P", "O", "O", "O", "H", "H", "F", "C", "C", "F", "C", "F", "C", "S", "C", "F", "C", "F", "C", "C", "C", "C", "N", "C", "N", "N", "N", "H", "H", "H", "H", "H", "H", "H", "H", "H", "H"],
  "coordinates": [[-0.4196, 1.0549, -0.1474], [-3.0156, 2.9793, 0.9040], [-2.3540, 1.6836, 1.0410], [-3.3550, 0.6801, 1.2840], [-2.6515, -0.6166, 1.5020], [-1.7474, -0.7969, 0.3765], [-1.7650, -2.1291, -0.2080], [-2.2891, -2.0297, -1.6093], [-1.4343, -1.1122, -2.2621], [-1.7952, -0.9058, -3.6309], [-3.4539, 3.2188, 1.8711], [-3.7828, 2.9085, 0.1356], [-2.2795, 3.7226, 0.6362], [-4.0152, 0.6298, 0.4133], [-3.9381, 0.9634, 2.1619], [-3.3648, -1.4370, 1.5311], [-2.0515, -0.6113, 2.4108], [-2.3818, -2.7779, 0.4096], [-0.7480, -2.5153, -0.1750], [-3.3291, -1.6804, -1.6183], [-2.2563, -3.0138, -2.0908], [-1.8579, -1.8609, -4.1555], [-1.0153, -0.3020, -4.0853], [-2.7575, -0.3932, -3.7012], [2.5651, 2.8326, -1.8838], [1.4226, 3.5971, -1.1395], [1.6806, 4.8796, -0.5385], [0.8313, 2.4575, -0.1690], [0.2201, 3.6266, -2.2708], [-0.6963, 2.3677, -2.4900], [-1.4176, 2.5316, -3.8354], [0.0926, 1.0857, -2.2930], [-1.6380, 2.2445, -1.2602], [3.4015, 3.3229, -1.9259], [-1.4144, 3.3852, -4.2972], [0.3089, 4.4744, 6.4482], [0.2921, 3.6116, 5.4528], [-0.0723, 4.0243, 4.1808], [-0.4061, 5.2856, 3.9531], [-0.0870, 3.1077, 3.1480], [-0.4356, 3.5576, 1.9271], [0.2457, 1.7732, 3.3327], [0.3024, 0.5044, 2.1061], [0.6084, 1.3876, 4.6221], [0.9335, 0.1202, 4.8593], [0.6349, 2.2867, 5.6723], [0.9804, 1.8848, 6.8822], [1.7096, -4.6879, -1.3005], [3.1492, -4.2021, -1.4338], [3.8601, -4.1672, -0.0856], [3.2299, -2.8602, -2.1604], [2.5328, -1.7863, -1.4280], [1.2606, -1.4471, -1.4360], [1.0969, -0.4920, -0.5330], [2.3333, -0.2361, 0.0041], [3.1786, -1.0069, -0.5322], [1.6885, -5.7045, -0.9112], [1.1858, -4.6923, -2.2598], [1.1483, -4.0725, -0.5885], [3.6824, -4.8932, -2.0928], [3.3418, -3.5181, 0.6248], [4.8864, -3.8125, -0.1785], [3.8880, -5.1655, 0.3486], [2.7697, -2.9073, -3.1472], [4.2562, -2.5153, -2.2674], [0.5077, -1.8409, -2.0972]]
}



3.
{
  "formula": "C17H26N2Ni",
  "method": "ωB97M-V/def2-TZVPD",
  "gap_ev": [5.11, 7.70],
  "spin_multiplicity": 3,
  "e_tot_ev": -62071.7147,
  "s2": 2.022,
  "relative_energy_kj_mol": 0.0,
  "species": ["C", "C", "H", "H", "H", "H", "H", "H", "C", "C", "C", "C", "H", "H", "H", "H", "N", "C", "C", "N", "C", "C", "C", "H", "H", "C", "H", "H", "Ni", "C", "H", "H", "H", "C", "C", "C", "C", "H", "H", "H", "H", "H", "H", "H", "H", "H"],
  "coordinates": [[-5.5470, 0.2992, 0.3443], [-5.5470, 1.6019, -0.4614], [-5.7352, -0.5659, -0.3008], [-6.3221, 0.3117, 1.1183], [-4.5837, 0.1403, 0.8411], [-4.6724, 1.6619, -1.1184], [-6.4408, 1.6795, -1.0900], [-5.5278, 2.4762, 0.1983], [1.0744, -2.9395, 0.1163], [1.9407, -3.9849, -0.1823], [3.0289, -3.7386, -1.0180], [3.2108, -2.4569, -1.5241], [0.2067, -3.0610, 0.7605], [1.7594, -4.9695, 0.2356], [3.7262, -4.5308, -1.2727], [4.0509, -2.2452, -2.1756], [1.2466, -1.6999, -0.3707], [2.3032, -1.4476, -1.1859], [2.4121, -0.0630, -1.6713], [1.4415, 0.7998, -1.2474], [1.4900, 2.0810, -1.6601], [3.4795, 1.6945, -2.9375], [2.4834, 2.5660, -2.4984], [0.6952, 2.7200, -1.2929], [2.4694, 3.6088, -2.7966], [3.4370, 0.3715, -2.5168], [4.1994, -0.3260, -2.8436], [4.2730, 2.0376, -3.5937], [0.0000, 0.0000, 0.0000], [-1.0200, 1.7557, 0.1940], [-1.3183, 2.0508, -0.8206], [-0.3106, 2.4774, 0.6198], [-1.9031, 1.6949, 0.8296], [-0.5307, -0.6004, 3.1911], [0.2995, 0.6357, 2.8427], [1.2276, 1.0048, 4.0086], [1.1201, 0.3650, 1.5656], [0.1266, -1.4775, 3.3733], [-1.2241, -0.8359, 2.3569], [-1.1360, -0.4079, 4.1029], [-0.4026, 1.4813, 2.6951], [1.9379, 0.1765, 4.2221], [1.8096, 1.9187, 3.7634], [0.6329, 1.2105, 4.9238], [1.5027, 1.3983, 1.4190], [1.9443, -0.3679, 1.7019]]
}



4.
{
  "formula": "C17H26N2O3",
  "method": "ωB97M-V/def2-TZVPD",
  "smiles": "COc1ccc(CC(=O)NCC(C)(C)N2CCOCC2)cc1",
  "gap_ev": 9.16,
  "e_tot_ev": -27173.5540,
  "relative_energy_kj_mol": 217.2,
  "species": ["C", "O", "C", "C", "C", "C", "C", "C", "O", "N", "C", "C", "C", "C", "N", "C", "C", "O", "C", "C", "C", "C", "H", "H", "H", "H", "H", "H", "H", "H", "H", "H", "H", "H", "H", "H", "H", "H", "H", "H", "H", "H", "H", "H", "H", "H", "H", "H"],
  "coordinates": [[-6.0681, -2.8348, 0.1555], [-5.7017, -1.9060, -0.8349], [-4.8758, -0.8788, -0.4921], [-4.5692, 0.0232, -1.5138], [-3.7453, 1.0993, -1.2728], [-3.2008, 1.3144, -0.0087], [-2.2770, 2.4722, 0.2261], [-0.8878, 2.2300, -0.3696], [-0.2759, 3.0791, -0.9793], [-0.4080, 0.9915, -0.1269], [0.8743, 0.5440, -0.6087], [1.9691, 0.4574, 0.4911], [1.3668, -0.2467, 1.7142], [2.4021, 1.8744, 0.8908], [3.0526, -0.3694, -0.0610], [4.0958, -0.7784, 0.8671], [4.9399, -1.8703, 0.2040], [5.5389, -1.4195, -0.9858], [4.5518, -0.9566, -1.8754], [3.7103, 0.1575, -1.2485], [-3.5048, 0.4115, 0.9992], [-4.3342, -0.6756, 0.7710], [-5.1974, -3.3714, 0.5469], [-6.6002, -2.3529, 0.9822], [-6.7339, -3.5423, -0.3360], [-4.9968, -0.1456, -2.4892], [-3.5166, 1.7896, -2.0710], [-2.1512, 2.6520, 1.2967], [-2.6688, 3.3826, -0.2294], [-1.0079, 0.3232, 0.3303], [1.1686, 1.2729, -1.3660], [0.7672, -0.4423, -1.0684], [2.0397, -0.2029, 2.5656], [1.1513, -1.2869, 1.4825], [0.4479, 0.2531, 2.0073], [1.5451, 2.4265, 1.2668], [2.7959, 2.4156, 0.0349], [3.1614, 1.8404, 1.6692], [3.6600, -1.1967, 1.7714], [4.7578, 0.0613, 1.1401], [5.7553, -2.1770, 0.8618], [4.2950, -2.7367, -0.0094], [5.0800, -0.5895, -2.7570], [3.8898, -1.7876, -2.1631], [2.9754, 0.4869, -1.9791], [4.3791, 1.0003, -1.0062], [-3.1003, 0.5578, 1.9920], [-4.5494, -1.3490, 1.5858]]
}



5.
{
  "formula": "C17H26N2O5",
  "method": "ωB97M-V/def2-TZVPD",
  "gap_ev": 8.27,
  "e_tot_ev": -31247.6675,
  "relative_energy_kj_mol": 2172.2,
  "species": ["C", "H", "H", "H", "O", "C", "C", "C", "C", "C", "C", "O", "C", "H", "H", "H", "H", "C", "O", "N", "H", "C", "C", "C", "N", "C", "C", "O", "C", "C", "H", "H", "H", "H", "H", "H", "H", "H", "H", "H", "H", "H", "H", "H", "O", "C", "H", "H", "H", "H"],
  "coordinates": [[-5.5914, -1.2304, -0.8724], [-6.1355, -2.1162, -1.0059], [-6.0169, -0.3157, -0.5077], [-5.2985, -0.9692, -1.9947], [-4.5014, -1.8167, -0.3480], [-3.5498, -0.8814, 0.1093], [-2.5614, -1.5065, 0.9670], [-1.3430, -0.6810, 1.0504], [-1.2325, 0.6624, 0.6851], [-2.1697, 1.1688, 0.0291], [-3.4201, 0.7487, -0.3165], [-4.4700, 1.2321, -1.1675], [-4.1813, 2.2945, -1.5748], [-4.1000, 3.2326, -0.5625], [-3.3377, 2.5872, -2.2329], [-5.1745, 2.6885, -1.8985], [-2.0133, 2.0820, -0.1889], [-0.0527, 1.4866, 1.1078], [0.1141, 2.7816, 0.5068], [0.9657, 1.0884, 1.8841], [0.8862, 0.0837, 1.9945], [2.1211, 1.8383, 2.1246], [3.3448, 1.3277, 1.1121], [3.0702, 1.6511, -0.2583], [3.0009, 0.7273, -1.6558], [4.2182, -0.2782, -1.6984], [4.0859, -1.8387, -0.9628], [2.8799, -2.1459, -1.2089], [1.6779, -1.5335, -0.6606], [1.7878, -0.2002, -1.4545], [0.9473, 0.5774, -1.2221], [1.5623, -0.4029, -2.7171], [0.8850, -2.0263, -0.9797], [1.7853, -1.4549, 0.2910], [4.8099, -2.3934, -1.3444], [4.2803, -1.3181, 0.1579], [5.0843, 0.2252, -1.5993], [4.1367, -0.4834, -2.5018], [2.2123, 2.2542, -0.4892], [3.8567, 2.3529, -0.6621], [4.3834, 1.5372, 1.5674], [3.2568, 0.2015, 1.3984], [2.4378, 1.5898, 3.0476], [2.0063, 2.6585, 1.7880], [-0.4331, -1.2363, 1.8343], [-0.2999, -2.7215, 2.2459], [-1.2433, -2.9341, 2.9419], [-0.3880, -3.4420, 1.4110], [0.4772, -2.8087, 2.7079], [-2.7605, -2.3429, 1.1232]]
}



6.
{
  "formula": "C17H26N4O5",
  "method": "ωB97M-V/def2-TZVPD",
  "smiles": "C[C@@H](NC(=O)[C@H]1C=CC=NC1=O)C1CC1.CNC(=O)[C@H](CO)NC(C)=O",
  "gap_ev": 8.69,
  "e_tot_ev": -34247.7548,
  "relative_energy_kj_mol": 225.8,
  "species": ["C", "C", "N", "C", "O", "C", "C", "C", "C", "N", "C", "O", "C", "C", "C", "H", "H", "H", "H", "H", "H", "H", "H", "H", "H", "H", "H", "H", "H", "C", "N", "C", "O", "C", "C", "O", "N", "C", "C", "O", "H", "H", "H", "H", "H", "H", "H", "H", "H", "H", "H", "H"],
  "coordinates": [[-1.9761, -4.6169, 4.2585], [-1.0718, -4.2869, 3.0686], [-1.0394, -2.8550, 2.7916], [-0.5715, -1.8338, 3.6003], [-0.1653, -2.0758, 4.7287], [-0.8384, -0.3849, 3.1920], [-0.2748, 0.6334, 4.1603], [0.2317, 1.8148, 3.6775], [0.2983, 2.0629, 2.2413], [0.0291, 1.1490, 1.3510], [-0.3769, -0.1029, 1.7635], [-0.5545, -0.9319, 0.8808], [0.3426, -4.8328, 3.2752], [0.6972, -6.2028, 2.7074], [1.2743, -4.9387, 2.0738], [-2.9750, -4.1989, 4.1025], [-2.0675, -5.7013, 4.3698], [-1.5705, -4.2112, 5.1895], [-1.5027, -4.7781, 2.1886], [-1.2350, -2.5659, 1.8327], [-1.9218, -0.2704, 3.1953], [-0.2977, 0.4394, 5.2327], [0.6068, 2.5698, 4.3597], [0.6278, 3.0376, 1.8940], [0.8002, -4.5612, 4.2328], [1.3773, -6.8298, 3.2927], [-0.0723, -6.7474, 2.1516], [2.3355, -4.7269, 2.2379], [0.8876, -4.6312, 1.0968], [-2.1783, 4.5315, -3.7476], [-1.7731, 3.6240, -2.6735], [-0.6554, 2.8950, -2.5832], [-0.4676, 2.2147, -1.5833], [0.4013, 2.9279, -3.7047], [-0.0552, 2.0994, -4.9147], [-0.3757, 0.7761, -4.5477], [1.6942, 2.4192, -3.2143], [2.9171, 2.7206, -3.6490], [3.0959, 3.7051, -4.7900], [3.9005, 2.2156, -3.1339], [-3.0304, 5.1287, -3.4167], [-1.3635, 5.2091, -4.0079], [-2.4806, 3.9608, -4.6277], [-2.4048, 3.5039, -1.8952], [0.5191, 3.9628, -4.0202], [0.7359, 2.0773, -5.6638], [-0.9334, 2.5595, -5.3659], [0.3494, 0.4089, -4.0302], [1.6543, 1.8204, -2.3980], [2.6223, 3.3202, -5.6892], [4.1619, 3.8304, -4.9762], [2.6691, 4.6668, -4.5142]]
}